Entry 1:
Below is the ion C2H6NS2 with charge +1 in a non-equilibrium geometry, with properties calculated with the ωB97M-V functional and the def2-TZVPD basis.

Structure (XYZ):
```
11
C2H6NS2 | the OMol25 dataset | the ωB97M-V functional and the def2-TZVPD basis
C -0.374 -0.609 0.421
N 0.412 0.597 0.057
C 1.820 0.292 -0.617
S 3.292 0.752 0.319
S 2.541 -1.232 0.023
H -1.249 -0.183 0.688
H -0.539 -1.194 -0.451
H 0.025 -1.197 1.261
H 0.517 1.218 0.936
H -0.111 1.142 -0.614
H 1.915 0.659 -1.706
```

Properties
- orbital gap (eV) = 8.5
- HOMO (eV) = -13.28
- molecular weight (g mol⁻¹) = 108.2
- charge = +1
- relative energy (zero: lowest compared OMol25 entry of this formula, charge and spin) (eV) = 0.743

Entry 2:
Below is a cluster of 2 separate species, C7H12O in total in a non-equilibrium geometry, with properties calculated with the ωB97M-V functional and the def2-TZVPD basis.

Structure (XYZ):
```
20
C7H12O | the OMol25 dataset | the ωB97M-V functional and the def2-TZVPD basis
C -2.194 -1.052 0.657
O -2.544 -0.613 -0.704
C -0.833 -0.537 1.318
C -0.579 0.951 0.699
C 0.397 1.026 -0.438
C 1.649 1.637 -0.246
C 2.814 1.223 -0.843
C 3.080 0.079 -1.546
H -2.130 -2.138 0.789
H -3.099 -0.965 1.300
H -1.575 -1.228 -0.817
H -0.001 -1.157 0.979
H -1.025 -0.415 2.392
H -0.300 1.555 1.554
H -1.506 1.302 0.327
H 0.277 0.487 -1.415
H 1.556 2.515 0.434
H -0.183 -2.035 -0.653
H 2.283 -0.602 -1.533
H 3.911 -0.033 -2.255
```

Properties
- orbital gap (alpha / beta) (eV) = 6.2 / 5.5
- HOMO (alpha / beta) (eV) = -2.48 / -2.46
- molecular weight (g mol⁻¹) = 112.2
- ⟨S²⟩ = 0.79
- spin multiplicity = 2
- charge = -1
- relative energy (zero: lowest compared OMol25 entry of this formula, charge and spin) (eV) = 5.726

Entry 3:
Below is a structure of composition C42H42BGeN6O8Sc in a non-equilibrium geometry, with properties calculated with the ωB97M-V functional and the def2-TZVPD basis.

Structure (XYZ):
```
101
C42H42BGeN6O8Sc | the OMol25 dataset | the ωB97M-V functional and the def2-TZVPD basis
Sc -0.191 -0.612 -0.099
O -2.542 -0.280 3.838
C -1.933 0.807 4.339
C -2.500 1.406 5.466
C -1.924 2.528 6.026
C -0.766 3.077 5.480
C -0.197 2.481 4.373
C -0.762 1.348 3.787
C -0.151 0.744 2.587
O -0.862 -0.071 1.894
N 1.093 1.074 2.285
N 1.449 0.430 1.144
C 2.680 0.358 0.816
C 3.022 -0.468 -0.340
C 4.315 -0.515 -0.854
C 4.574 -1.318 -1.946
C 3.541 -2.073 -2.487
C 2.287 -1.983 -1.907
N 2.029 -1.202 -0.864
H -2.106 -0.483 2.982
H -3.403 0.968 5.871
H -2.384 2.985 6.894
H -0.323 3.965 5.911
H 0.698 2.885 3.921
H 3.460 0.831 1.408
H 5.090 0.093 -0.406
H 5.569 -1.359 -2.372
H 3.699 -2.720 -3.339
H 1.452 -2.561 -2.287
C 2.010 2.491 -4.851
N 1.182 1.534 -4.142
C 0.198 0.868 -4.799
C -0.605 -0.017 -4.179
C -0.396 -0.188 -2.773
O -1.061 -1.007 -2.053
N 0.519 0.534 -2.125
C 1.387 1.359 -2.756
O 2.325 1.922 -2.206
H 1.390 3.067 -5.537
H 2.808 1.993 -5.407
H 2.463 3.150 -4.116
H 0.105 1.101 -5.852
H -1.393 -0.546 -4.689
O 0.729 -2.276 1.345
N -1.019 -3.034 1.217
O -1.446 -2.415 0.308
C 4.505 -4.022 0.841
C 3.308 -4.735 1.466
C 3.782 -5.740 2.501
O 2.503 -3.742 2.105
B 1.530 -3.321 1.186
O 1.528 -4.182 0.073
C 2.339 -5.314 0.389
C 1.418 -6.394 0.950
C 3.016 -5.809 -0.878
H 5.027 -3.469 1.623
H 4.174 -3.310 0.084
H 5.202 -4.725 0.383
H 4.457 -5.247 3.201
H 4.320 -6.562 2.024
H 2.945 -6.146 3.066
H 0.941 -6.049 1.868
H 1.957 -7.321 1.154
H 0.637 -6.599 0.217
H 3.561 -5.005 -1.368
H 2.260 -6.181 -1.570
H 3.708 -6.624 -0.654
C -1.238 5.883 1.880
C -0.174 5.019 1.679
C -0.378 3.798 1.045
C -1.641 3.415 0.595
C -2.695 4.309 0.792
C -2.503 5.525 1.431
Ge -1.859 1.693 -0.386
C -3.629 0.991 0.199
C -4.227 -0.070 -0.487
C -5.380 -0.683 -0.015
C -5.955 -0.262 1.176
C -5.358 0.764 1.892
C -4.210 1.377 1.409
C -2.168 2.447 -2.221
C -1.218 3.342 -2.721
C -1.315 3.872 -4.000
C -2.369 3.508 -4.828
C -3.329 2.627 -4.351
C -3.227 2.110 -3.065
H -1.086 6.830 2.385
H 0.818 5.287 2.021
H 0.464 3.130 0.907
H -3.687 4.053 0.434
H -3.341 6.197 1.578
H -3.762 -0.456 -1.388
H -5.818 -1.505 -0.569
H -6.847 -0.748 1.555
H -5.773 1.077 2.843
H -3.751 2.163 1.999
H -0.384 3.641 -2.090
H -0.568 4.578 -4.348
H -2.450 3.921 -5.827
H -4.167 2.346 -4.980
H -4.003 1.443 -2.712
```

Properties
- orbital gap (alpha / beta) (eV) = 6.3 / 6.3
- HOMO (alpha / beta) (eV) = -4.21 / -4.21
- molecular weight (g mol⁻¹) = 887.2
- ⟨S²⟩ = 0.75
- spin multiplicity = 2
- charge = -1
- relative energy (zero: lowest compared OMol25 entry of this formula, charge and spin) (eV) = 0.766